DFT (ωB97M-V/def2-TZVPD) results for a molecular structure, C21H28BeF5O2.

ΔE to the lowest compared entry with this formula, charge and spin in kcal per mole: 42.35
Max |F| in eV/A: 3.0
Frontier orbital gap in eV: 4.545
Charge: -1
LUMO energy in eV: 2.05

Structure (XYZ):
```
57
Properties=species:S:1:pos:R:3:forces:R:3:mulliken_charge:R:1
O 1.321190 -0.963952 1.530013 0.7612 -1.5404 1.0077 0.071
C 0.973818 -1.836174 2.664127 -0.8309 0.2881 0.3883 -0.345
C 2.397070 -2.315466 2.904358 -0.3945 0.6467 -0.1174 -0.973
H 0.313416 -2.657186 2.352778 -0.1017 0.3795 0.0469 0.158
H 0.531969 -1.231497 3.468991 -0.1159 -0.2964 -0.2268 0.396
C 2.662630 -1.581312 1.590513 1.4704 -0.2721 0.0721 1.583
H 2.554376 -3.394314 2.882411 0.0058 0.1879 0.0642 0.304
H 2.912179 -1.837683 3.734378 -0.1285 -0.1490 0.2067 0.358
C 2.978789 -2.595654 0.532011 0.1218 -0.4061 -0.7113 -1.800
H 2.207185 -3.371309 0.446983 0.1111 0.3460 -0.1734 0.421
H 3.915149 -3.119179 0.790882 -0.2694 0.2837 0.1331 0.470
H 3.154161 -2.113420 -0.431171 -0.1384 -0.3095 0.1571 0.197
C 3.772481 -0.562398 1.672545 0.0230 0.0304 -0.3264 -1.887
H 3.572030 0.163572 2.462440 0.1018 0.0744 -0.1201 0.346
H 3.875939 -0.073290 0.696785 0.0287 0.1919 0.2523 0.394
H 4.714134 -1.098366 1.878338 -0.3005 0.2617 0.0202 0.431
Be -0.587696 0.614175 1.454847 -2.3459 1.5265 -1.1150 0.133
C -0.405945 2.876835 0.767860 0.1517 -0.1808 0.7154 -0.340
C -1.417427 2.952192 1.745590 0.8877 0.4644 0.8641 -0.523
C -1.044625 2.150265 2.859772 0.7782 1.2599 -0.1754 -0.605
H -2.305401 3.585992 1.703693 0.2880 -0.6377 -0.1810 0.414
C 0.290952 1.691717 2.635489 -0.2867 -0.5722 -0.3271 -0.471
C 0.630223 2.017316 1.256870 -0.0030 0.6973 0.3532 -0.453
H 1.595380 1.834407 0.792571 -0.2837 0.0567 0.1034 0.597
H -0.394835 3.421788 -0.175737 -0.1996 -0.6008 0.0087 0.380
H -1.589116 2.045137 3.795086 0.0711 -0.0838 -0.3542 0.460
H 0.974546 1.331206 3.394470 -0.1739 -0.3265 -0.2247 0.726
C -2.294796 3.321484 -3.140820 0.5819 -0.3967 -0.3767 -0.550
C -0.870584 3.433497 -3.062746 -0.4910 -0.6780 -0.3289 -0.760
C -0.308659 2.226434 -3.574038 -0.7130 -0.0712 0.2480 -0.565
H -0.311966 4.295530 -2.702167 -0.0872 -0.1068 -0.0803 0.598
C -1.382612 1.348656 -3.925923 -0.1237 1.0723 -0.0520 -0.508
C -2.608592 2.054927 -3.712502 0.8085 0.1683 0.3496 -0.859
H -3.605392 1.696077 -3.966367 0.2016 0.0039 0.2339 0.416
H -3.007899 4.084129 -2.822747 0.1615 -0.2223 -0.1335 0.398
H 0.753509 2.010632 -3.696851 -0.1944 0.0274 0.1355 0.411
H -1.284304 0.330456 -4.306774 -0.0446 0.2955 -0.0913 0.647
O 0.888724 -3.086673 -1.711263 -0.5528 1.4594 0.6003 -0.488
C 1.265780 -1.718094 -2.116199 -0.2690 0.0620 -0.1804 -0.447
C 0.219862 -0.714883 -1.575034 -0.1234 -0.3048 0.0863 1.176
H 1.262613 -1.661206 -3.222436 0.1444 -0.3277 0.5451 0.443
H 2.283894 -1.453152 -1.754933 -0.6774 -0.4111 -0.3549 0.072
C -0.681526 -1.555430 -0.642800 -0.0441 0.2670 -0.1519 1.256
H -0.370877 -0.285582 -2.402294 0.2780 -0.0816 0.5011 -1.102
H 0.663610 0.135855 -1.021157 -0.0557 -0.4706 -0.4258 0.178
C -0.237347 -3.015000 -0.778720 0.1560 -0.1281 -0.1515 -0.658
H -1.732259 -1.419373 -0.903917 0.6159 -0.2353 -0.0091 0.233
H -0.564760 -1.232195 0.407179 -0.1463 -0.2635 -0.3760 -1.102
H -1.072082 -3.629466 -1.169147 0.5498 0.1380 0.0452 0.310
H 0.029077 -3.425386 0.230595 0.1363 0.1119 -0.8454 0.140
F -3.449764 1.063685 2.021242 -0.5171 -0.2986 -0.4137 -0.315
C -2.829950 0.850228 0.798211 2.6247 -0.0308 0.2253 0.283
F -2.971815 2.036358 0.081282 -0.4814 -1.2204 0.3100 -0.228
C -3.643491 -0.164801 0.013204 -0.3252 0.1439 -1.0020 0.340
F -4.967030 0.089690 0.181091 0.3646 -0.3901 -0.5323 -0.309
F -3.326540 -0.091015 -1.326524 -0.7589 -0.1551 1.7726 -0.164
F -3.447397 -1.458783 0.395662 -0.2461 0.7230 0.1122 -0.286
```
Forces are in eV/Å.